(1)
Below is a molecular structure, C8H15AlCl2O5, with properties calculated with wB97M-V/def2-TZVPD.

Structure (XYZ):
```
31
Properties=species:S:1:pos:R:3:lowdin_charge:R:1
H 2.530 0.007 1.384 0.1657
C -0.679 2.561 -0.788 -0.6118
O -0.470 1.628 0.136 0.0361
C -2.707 -1.714 -0.916 0.0450
H -0.765 2.597 -2.986 0.1008
Al -0.271 -0.067 -0.034 0.0133
O -0.102 -0.421 1.820 -0.1094
H -3.178 -1.622 1.562 0.1611
H 1.836 -0.961 -2.160 0.0688
H -2.703 -2.797 -0.828 0.1235
H 2.855 -1.986 -1.121 0.1224
O 1.400 -0.895 -0.122 -0.1835
H 2.826 -1.742 1.152 0.1603
H 0.672 -2.340 2.101 0.1575
C 2.375 -1.018 -1.224 0.0484
H -1.745 -2.680 1.518 0.1554
H 1.300 -1.080 3.208 0.1693
H -2.362 -1.404 -1.894 0.0659
O -0.568 3.729 -0.641 0.2175
C 0.993 -1.300 2.188 -0.0431
H 3.092 -0.204 -1.141 0.1282
H -1.300 -1.112 3.394 0.1665
C -1.163 2.033 -2.149 -0.7826
Cl -0.432 0.316 -2.389 0.8821
Cl -2.893 1.932 -2.214 0.7698
C 2.068 -0.962 1.194 -0.0428
C -2.097 -1.652 1.440 -0.0501
H -1.914 0.265 2.448 0.1633
H -3.689 -1.298 -0.705 0.1220
O -1.767 -1.177 0.088 -0.1861
C -1.412 -0.700 2.393 -0.0335
```

As for the spin multiplicity: 1. For the HOMO energy, the calculation gives -17.2 eV. The LUMO energy is -6.614 eV. Its net charge is +2. The value obtained for the frontier orbital gap is 10.561 eV.

(2)
Below is a single C8H15BS molecule, with properties calculated with wB97M-V/def2-TZVPD.

Structure (XYZ):
```
25
Properties=species:S:1:pos:R:3:lowdin_charge:R:1
H -1.856 1.013 -1.120 0.0744
H -1.636 -0.290 -2.269 0.1314
C 0.561 -1.667 0.721 -0.2848
C 1.559 -1.500 -0.426 -0.3732
H -0.394 2.587 1.312 0.0682
H -0.461 3.342 -0.163 0.0625
H 1.687 -2.299 -1.188 0.0723
B 0.801 1.271 -0.045 -0.4193
H -1.832 -0.184 0.822 0.1323
H -2.789 -1.297 -0.262 0.1235
H 0.637 -0.818 1.344 0.0861
S 3.000 -0.438 -0.523 0.8656
C 0.199 0.444 -1.151 -0.0294
H 0.843 -2.496 1.344 0.1025
H 1.225 3.329 0.640 0.0492
C 2.293 0.932 0.515 -0.3836
C 0.301 2.770 0.442 -0.0408
H 2.686 0.823 1.551 0.0818
H -0.685 -2.877 -0.620 0.1419
C -0.765 -2.033 0.164 -0.2212
C -1.747 -0.820 -0.139 -0.1882
H 0.736 0.121 -2.004 0.0587
H 2.825 1.760 0.209 0.0135
H -1.260 -2.647 0.918 0.0948
C -1.308 0.129 -1.253 -0.2181
```

As for the spin multiplicity: 1. For the HOMO energy (spin up / spin down), the calculation gives -7.4 / -7.1 eV. The LUMO energy (spin up / spin down) is 0.413 / 0.043 eV. Its net charge is 0. The value obtained for the frontier orbital gap (spin up / spin down) is 7.850 / 7.112 eV.

| no. | strongest force on any atom (eV/A) |
| --- | --- |
| 1 | 0.110 |
| 2 | 2.956 |